(1)
DFT (ωB97M-V/def2-TZVPD) results for a single C3H7N2O2 molecule at a distorted geometry.

Structure (XYZ):
```
14
C3H7N2O2 ωB97M-V/def2-TZVPD
O 0.84 -0.95 1.18
C 0.29 -0.66 0.13
N -0.15 0.61 -0.06
C -0.56 1.48 1.31
O -1.65 2.13 1.08
C 0.19 -1.59 -1.07
N 0.86 -1.05 -2.25
H -0.85 0.86 -0.75
H 0.34 2.11 1.23
H -0.53 0.75 2.11
H -0.86 -1.71 -1.37
H 0.61 -2.55 -0.80
H 0.85 -0.04 -2.31
H 1.84 -1.31 -2.28
```

For the HOMO-LUMO gap (alpha / beta), the calculation gives 0.3687 / 0.2414 hartree. As for the spin multiplicity: 2. Its total energy is -378.4082 Eh. As for the relative energy (zero: lowest compared OMol25 entry of this formula, charge and spin): 0.789 eV. The calculation puts the lowest unoccupied orbital energy (alpha / beta) at 0.856 / -2.593 eV. For the molar mass, the calculation gives 103.1 u.

These are the natural (NBO) partial charges, in e, on atoms 1 to 5: atom 1 (O): -0.630, atom 2 (C): 0.645, atom 3 (N): -0.689, atom 4 (C): 0.022, atom 5 (O): -0.244

=====

(2)
DFT (ωB97M-V/def2-TZVPD) results for a molecular structure, C18H45F3Mn2N3O6 at a distorted geometry.

Structure (XYZ):
```
77
C18H45F3Mn2N3O6 ωB97M-V/def2-TZVPD
Mn 21.84 0.58 -19.06
Mn 24.74 -2.76 -17.14
F 22.39 -0.77 -16.26
F 23.81 -1.47 -19.87
F 19.75 2.26 -17.62
C 17.64 2.74 -23.26
O 18.95 2.82 -22.82
C 19.08 3.14 -21.52
C 20.51 3.55 -21.42
N 21.44 2.38 -21.54
C 22.83 2.92 -21.68
C 23.37 3.68 -20.45
O 23.04 2.83 -19.29
C 23.69 3.36 -18.14
H 17.09 2.08 -22.59
H 17.68 2.20 -24.21
H 17.03 3.64 -23.31
H 18.91 2.21 -20.98
H 18.47 3.95 -21.13
H 20.80 4.07 -20.51
H 20.84 4.15 -22.27
H 21.24 2.08 -22.48
H 22.95 3.59 -22.53
H 23.38 2.01 -21.91
H 22.98 4.67 -20.22
H 24.41 3.88 -20.70
H 23.13 4.23 -17.79
H 24.69 3.70 -18.40
H 23.76 2.69 -17.29
C 18.83 4.79 -13.78
O 18.75 3.37 -13.74
C 19.85 2.96 -12.89
C 19.60 1.48 -12.35
N 19.00 0.47 -13.34
C 18.77 -0.83 -12.83
C 18.12 -1.04 -11.53
O 16.77 -0.75 -11.84
C 15.80 -1.55 -11.14
H 18.23 5.17 -12.95
H 18.37 5.19 -14.68
H 19.78 5.31 -13.93
H 19.81 3.52 -11.96
H 20.85 3.05 -13.31
H 19.15 1.35 -11.37
H 20.59 1.06 -12.13
H 19.86 0.28 -13.83
H 19.74 -1.30 -12.73
H 18.39 -1.48 -13.62
H 18.42 -0.41 -10.70
H 18.32 -2.08 -11.27
H 15.76 -2.63 -11.32
H 14.87 -1.09 -11.50
H 15.76 -1.40 -10.06
C 23.05 -4.97 -16.27
O 23.75 -4.00 -15.49
C 24.36 -4.33 -14.23
C 25.06 -3.04 -13.76
N 26.07 -2.52 -14.78
C 26.42 -1.12 -14.44
C 27.36 -0.72 -15.53
O 26.81 -0.96 -16.82
C 27.69 -0.41 -17.79
H 22.78 -4.58 -17.25
H 22.06 -5.19 -15.89
H 23.56 -5.90 -16.51
H 25.00 -5.18 -14.51
H 23.76 -4.57 -13.35
H 25.52 -3.24 -12.79
H 24.28 -2.30 -13.55
H 26.88 -3.12 -14.66
H 26.82 -1.05 -13.42
H 25.41 -0.71 -14.50
H 28.21 -1.35 -15.24
H 27.64 0.28 -15.21
H 27.16 -0.40 -18.75
H 28.60 -0.99 -17.96
H 28.06 0.58 -17.54
```

For the HOMO-LUMO gap (alpha / beta), the calculation gives 0.1486 / 0.1418 hartree. As for the spin multiplicity: 11. Its total energy is -3929.4274 Eh. Its charge is +1. The calculation puts the lowest unoccupied orbital energy (alpha / beta) at -5.288 / -5.474 eV. For the molar mass, the calculation gives 566.4 u.

These are the Mulliken partial charges, in e, on atoms 1 to 5: atom 1 (Mn): 1.315, atom 2 (Mn): 1.279, atom 3 (F): -0.804, atom 4 (F): -0.793, atom 5 (F): -0.762

=====

(3)
DFT (ωB97M-V/def2-TZVPD) results for a molecular structure, C25H32FN3O3PPtS2 at a distorted geometry.

Structure (XYZ):
```
68
C25H32FN3O3PPtS2 ωB97M-V/def2-TZVPD
Pt -18.71 2.32 -6.63
C -21.16 0.41 -5.70
C -21.70 1.67 -6.40
N -20.85 2.24 -7.36
C -20.82 1.72 -8.80
C -20.07 0.34 -8.86
S -18.46 0.23 -8.10
C -18.78 -1.10 -6.96
C -18.96 -0.63 -5.50
N -19.75 0.60 -5.39
H -21.64 0.32 -4.75
H -21.33 -0.50 -6.30
H -22.74 1.73 -6.77
H -21.73 2.43 -5.56
H -21.03 3.22 -7.32
H -21.83 1.63 -9.24
H -20.24 2.46 -9.27
H -20.65 -0.55 -8.47
H -19.98 0.15 -9.93
H -19.52 -1.78 -7.41
H -17.90 -1.76 -7.07
H -19.33 -1.51 -4.92
H -17.93 -0.47 -5.18
H -19.69 0.88 -4.38
F -18.75 3.87 -8.09
N -16.94 2.66 -6.09
P -15.54 3.61 -5.68
C -16.02 5.28 -5.27
C -16.93 5.90 -6.13
C -17.22 7.22 -5.95
C -16.66 7.87 -4.92
C -15.75 7.26 -4.12
C -15.40 5.96 -4.22
C -14.55 2.78 -4.48
C -14.90 2.56 -3.18
C -14.10 1.79 -2.40
C -12.86 1.37 -2.84
C -12.53 1.47 -4.17
C -13.42 2.16 -4.98
C -14.71 3.69 -7.30
C -14.05 4.83 -7.58
C -13.23 4.90 -8.68
C -13.04 3.85 -9.56
C -13.74 2.66 -9.24
C -14.57 2.56 -8.14
H -17.45 5.43 -6.91
H -17.99 7.71 -6.49
H -16.98 8.84 -4.71
H -15.34 7.77 -3.23
H -14.69 5.48 -3.46
H -15.88 2.89 -2.79
H -14.47 1.48 -1.40
H -12.17 0.82 -2.19
H -11.67 0.96 -4.57
H -13.30 2.10 -6.06
H -14.15 5.71 -6.93
H -12.76 5.85 -8.85
H -12.36 3.90 -10.36
H -13.56 1.81 -9.87
H -15.11 1.64 -7.91
C -20.19 4.67 -2.52
S -19.22 3.39 -3.32
O -19.79 2.12 -2.92
O -17.81 3.62 -2.90
O -19.46 3.70 -4.72
H -20.16 4.45 -1.43
H -21.19 4.73 -2.98
H -19.57 5.53 -2.84
```

For the HOMO-LUMO gap (alpha / beta), the calculation gives 0.2952 / 0.2658 hartree. As for the spin multiplicity: 5. Its total energy is -2718.3699 Eh. Its charge is +1. As for the relative energy (zero: lowest compared OMol25 entry of this formula, charge and spin): 0.000 eV. The calculation puts the lowest unoccupied orbital energy (alpha / beta) at -2.360 / -4.609 eV. For the molar mass, the calculation gives 731.7 u.

These are the natural (NBO) partial charges, in e, on atoms 1 to 5: atom 1 (Pt): 1.369, atom 2 (C): -0.248, atom 3 (C): -0.255, atom 4 (N): -0.644, atom 5 (C): -0.229